The following is a quantum chemistry calculation of 2 unconnected molecules or ions with the total composition C39H40N3OS in a non-equilibrium geometry, from the OMol25 dataset.

ORCA input file:
```
! RIJCOSX wB97M-V def2-TZVPD def2/J DEFGRID3
* xyz 1 1
C 3.900 1.772 2.229
N 3.164 0.860 1.380
C 3.811 0.139 0.401
O 4.993 0.159 0.129
C 2.772 -0.759 -0.241
C 3.197 -2.217 -0.099
C 3.347 -2.614 1.339
C 4.524 -2.352 2.023
C 4.658 -2.686 3.355
C 3.606 -3.274 4.025
C 2.415 -3.503 3.369
C 2.286 -3.168 2.036
N 1.477 -0.488 0.448
C 0.309 -1.095 0.100
C -0.890 -0.893 0.749
C -2.073 -1.529 0.427
C -3.306 -1.328 1.113
C -4.444 -2.076 0.754
C -5.638 -1.900 1.411
C -5.744 -0.979 2.439
C -4.642 -0.229 2.808
C -3.441 -0.396 2.162
C 1.716 0.542 1.517
C 1.391 0.010 2.934
C 0.835 1.207 3.745
C 0.517 2.343 2.736
C 0.857 1.813 1.320
H 4.941 1.805 1.915
H 3.483 2.773 2.157
H 3.860 1.437 3.263
H 2.657 -0.472 -1.295
H 2.472 -2.870 -0.591
H 4.148 -2.370 -0.620
H 5.320 -1.839 1.509
H 5.582 -2.484 3.873
H 3.718 -3.563 5.057
H 1.584 -3.941 3.898
H 1.345 -3.306 1.531
H 0.349 -1.775 -0.732
H -0.889 -0.207 1.576
H -2.065 -2.234 -0.387
H -4.367 -2.797 -0.043
H -6.499 -2.484 1.132
H -6.681 -0.846 2.952
H -4.727 0.487 3.608
H -2.597 0.199 2.458
H 0.668 -0.808 2.867
H 2.290 -0.420 3.389
H -0.054 0.922 4.323
H 1.573 1.539 4.484
H -0.531 2.663 2.802
H 1.112 3.236 2.960
H 1.409 2.549 0.724
H -0.041 1.574 0.744
C -4.050 1.239 -2.494
N -2.689 1.762 -2.685
C -2.383 3.120 -2.409
C -1.047 3.435 -2.672
C -0.566 4.710 -2.445
C -1.432 5.681 -1.985
C -2.766 5.378 -1.737
C -3.247 4.102 -1.935
S -0.192 2.030 -3.295
C -1.626 1.008 -3.171
C -1.646 -0.321 -3.476
C -0.537 -1.042 -4.073
C 0.231 -0.486 -5.105
C 1.295 -1.169 -5.642
C 1.635 -2.414 -5.147
C 0.891 -2.984 -4.130
C -0.196 -2.321 -3.613
H -4.118 0.185 -2.751
H -4.343 1.351 -1.451
H -4.749 1.784 -3.130
H 0.473 4.926 -2.625
H -1.073 6.685 -1.826
H -3.432 6.150 -1.390
H -4.272 3.852 -1.728
H -2.515 -0.894 -3.202
H -0.043 0.480 -5.492
H 1.868 -0.733 -6.443
H 2.480 -2.942 -5.556
H 1.176 -3.942 -3.727
H -0.782 -2.760 -2.823
*
```

**HOMO level**: -9.20 eV
**Total energy**: -2147.625397 Eh

The molecule's Mulliken atomic charges, reported in e, are given here: number 1, C, carries -1.08; number 2, N, carries 0.40; number 3, C, carries -0.04; number 4, O, carries -0.66; number 5, C, carries 0.05; number 6, C, carries -1.46; number 7, C, carries 0.27; number 8, C, carries -0.19; number 9, C, carries -0.84; number 10, C, carries -0.42; number 11, C, carries -0.89; number 12, C, carries 0.03; number 13, N, carries 0.65; number 14, C, carries -0.23; number 15, C, carries 0.79; number 16, C, carries -0.88; number 17, C, carries 0.66; number 18, C, carries -0.49; number 19, C, carries -0.75; number 20, C, carries -0.40; number 21, C, carries -0.86; number 22, C, carries -0.28; number 23, C, carries 0.75; number 24, C, carries -1.06; number 25, C, carries -0.94; number 26, C, carries -0.80; number 27, C, carries -1.03; number 28, H, carries 0.42; number 29, H, carries 0.30; number 30, H, carries 0.32; number 31, H, carries 0.57; number 32, H, carries 0.56; number 33, H, carries 0.65; number 34, H, carries 0.49; number 35, H, carries 0.43; number 36, H, carries 0.42; number 37, H, carries 0.42; number 38, H, carries 0.55; number 39, H, carries 0.31; number 40, H, carries -0.43; number 41, H, carries 0.37; number 42, H, carries 0.42; number 43, H, carries 0.42; number 44, H, carries 0.42; number 45, H, carries 0.44; number 46, H, carries 0.70; number 47, H, carries 0.33; number 48, H, carries 0.38; number 49, H, carries 0.35; number 50, H, carries 0.40; number 51, H, carries 0.44; number 52, H, carries 0.41; number 53, H, carries 0.45; number 54, H, carries 0.14; number 55, C, carries -1.24; number 56, N, carries 0.16; number 57, C, carries -0.10; number 58, C, carries 0.71; number 59, C, carries -0.67; number 60, C, carries -0.63; number 61, C, carries -0.64; number 62, C, carries -0.67; number 63, S, carries -0.05; number 64, C, carries 1.51; number 65, C, carries -1.02; number 66, C, carries -0.23; number 67, C, carries -0.31; number 68, C, carries -0.75; number 69, C, carries -0.57; number 70, C, carries -0.70; number 71, C, carries -0.27; number 72, H, carries 0.30; number 73, H, carries 0.43; number 74, H, carries 0.37; number 75, H, carries 0.47; number 76, H, carries 0.43; number 77, H, carries 0.41; number 78, H, carries 0.46; number 79, H, carries 0.26; number 80, H, carries 0.62; number 81, H, carries 0.43; number 82, H, carries 0.42; number 83, H, carries 0.45; number 84, H, carries 0.45

The following is a quantum chemistry calculation of a molecular structure, C2H2BrF3O in a non-equilibrium geometry, from the OMol25 dataset.

ORCA input file:
```
! RIJCOSX wB97M-V def2-TZVPD def2/J DEFGRID3
* xyz 0 1
C -0.454 0.154 -0.254
C -0.255 1.713 -0.018
O 0.497 -0.545 0.313
F -1.076 2.401 -0.793
F -0.533 1.919 1.271
F 0.979 2.228 -0.263
Br -2.441 -0.194 0.278
H -0.771 0.030 -1.609
H 0.769 -1.417 -0.122
*
```

**HOMO level**: -10.30 eV
**Energy above the lowest of the compared OMol25 structures with the same formula, charge and spin**: 1.1707 eV
**Total energy**: -3026.218728 Eh

The molecule's Mulliken atomic charges, reported in e, are given here: number 1, C, carries -0.20; number 2, C, carries 0.76; number 3, O, carries -0.45; number 4, F, carries -0.22; number 5, F, carries -0.21; number 6, F, carries -0.25; number 7, Br, carries -0.15; number 8, H, carries 0.35; number 9, H, carries 0.37

The following is a quantum chemistry calculation of a single C23H16N2O4 molecule, from the OMol25 dataset.

ORCA input file:
```
! RIJCOSX wB97M-V def2-TZVPD def2/J DEFGRID3
* xyz 0 1
C 0.422 -5.070 -1.590
C 0.288 -4.609 -0.160
O 0.877 -5.159 0.742
C -0.605 -3.446 0.096
C -1.355 -2.816 -0.896
C -2.184 -1.760 -0.562
C -2.268 -1.305 0.741
C -1.490 -1.897 1.737
N -1.533 -1.469 3.064
C -1.744 -0.218 3.577
O -1.942 -0.066 4.764
C -1.664 0.926 2.623
C -2.600 1.950 2.713
C -2.522 3.032 1.854
C -1.507 3.112 0.918
C -0.558 2.097 0.846
N 0.485 2.173 -0.108
C 0.296 2.591 -1.428
O -0.756 2.909 -1.917
C 1.635 2.526 -2.058
C 2.038 2.837 -3.340
C 3.385 2.678 -3.649
C 4.289 2.221 -2.702
C 3.881 1.906 -1.409
C 2.545 2.066 -1.104
C 1.813 1.825 0.160
O 2.233 1.427 1.214
C -0.631 1.005 1.697
C -0.683 -2.978 1.405
H 0.782 -4.257 -2.216
H 1.123 -5.899 -1.635
H -0.545 -5.398 -1.967
H -1.312 -3.151 -1.920
H -2.783 -1.287 -1.325
H -2.941 -0.499 0.987
H -1.383 -2.183 3.767
H -3.381 1.884 3.454
H -3.253 3.824 1.917
H -1.447 3.954 0.248
H 1.328 3.193 -4.070
H 3.733 2.914 -4.643
H 5.328 2.108 -2.972
H 4.578 1.550 -0.666
H 0.121 0.233 1.648
H -0.091 -3.474 2.162
*
```

**HOMO level**: -8.87 eV
**Total energy**: -1296.614101 Eh
**SMILES**: CC(=O)c1cccc(NC(=O)c2cccc(N3C(=O)c4ccccc4C3=O)c2)c1

The molecule's Mulliken atomic charges, reported in e, are given here: number 1, C, carries -1.40; number 2, C, carries 0.95; number 3, O, carries -0.59; number 4, C, carries 0.14; number 5, C, carries -0.45; number 6, C, carries -1.08; number 7, C, carries -0.10; number 8, C, carries 0.16; number 9, N, carries -0.06; number 10, C, carries -0.09; number 11, O, carries -0.65; number 12, C, carries -0.17; number 13, C, carries -0.45; number 14, C, carries -0.99; number 15, C, carries -0.41; number 16, C, carries 0.17; number 17, N, carries 0.35; number 18, C, carries 0.33; number 19, O, carries -0.60; number 20, C, carries 0.06; number 21, C, carries -0.43; number 22, C, carries -0.48; number 23, C, carries -0.48; number 24, C, carries -0.42; number 25, C, carries -0.05; number 26, C, carries 0.44; number 27, O, carries -0.60; number 28, C, carries 0.51; number 29, C, carries -0.56; number 30, H, carries 0.38; number 31, H, carries 0.34; number 32, H, carries 0.38; number 33, H, carries 0.38; number 34, H, carries 0.43; number 35, H, carries 0.58; number 36, H, carries 0.26; number 37, H, carries 0.50; number 38, H, carries 0.39; number 39, H, carries 0.45; number 40, H, carries 0.50; number 41, H, carries 0.40; number 42, H, carries 0.40; number 43, H, carries 0.50; number 44, H, carries 0.57; number 45, H, carries 0.49

The following is a quantum chemistry calculation of a single C7H4N4 molecule in a non-equilibrium geometry, from the OMol25 dataset.

ORCA input file:
```
! RIJCOSX wB97M-V def2-TZVPD def2/J DEFGRID3
* xyz 0 1
N 0.969 -3.773 -0.530
C 0.744 -2.590 -0.470
C 0.108 -1.218 -0.722
C -0.938 -0.809 -1.654
N -1.516 0.441 -1.184
N -0.652 0.760 -0.180
C -0.703 2.026 0.247
C -0.068 2.448 1.272
C 0.941 1.577 1.693
N 1.182 0.507 1.152
C 0.292 -0.144 0.119
H -1.527 -1.223 -2.344
H -1.830 2.508 0.218
H -0.294 3.540 1.753
H 1.523 1.892 2.652
*
```

**HOMO level**: -9.52 eV
**Energy above the lowest of the compared OMol25 structures with the same formula, charge and spin**: 3.8530 eV
**Total energy**: -488.003905 Eh
**SMILES**: N#Cc1cnn2cccnc12

The molecule's Mulliken atomic charges, reported in e, are given here: number 1, N, carries -0.45; number 2, C, carries 0.12; number 3, C, carries -0.03; number 4, C, carries -0.35; number 5, N, carries -1.14; number 6, N, carries 0.73; number 7, C, carries 0.02; number 8, C, carries -0.27; number 9, C, carries 0.18; number 10, N, carries -0.57; number 11, C, carries 0.41; number 12, H, carries 0.57; number 13, H, carries 0.25; number 14, H, carries 0.24; number 15, H, carries 0.30

The following is a quantum chemistry calculation of 2 unconnected molecules or ions with the total composition C17H17N2O in a non-equilibrium geometry, from the OMol25 dataset.

ORCA input file:
```
! RIJCOSX wB97M-V def2-TZVPD def2/J DEFGRID3
* xyz 1 1
C -2.729 1.248 2.418
C -1.353 1.845 2.284
C -0.234 0.983 2.055
N 0.964 1.571 2.238
N 2.049 1.930 2.346
O -1.166 3.072 2.345
H -2.730 0.153 2.421
H -3.196 1.603 3.347
H -3.367 1.584 1.590
H -0.296 -0.112 2.091
C 4.883 -2.372 -0.491
C 3.604 -1.608 -0.649
C 3.636 -0.212 -0.792
C 2.465 0.511 -0.899
C 1.177 -0.123 -0.874
C 0.044 0.728 -0.849
C -1.344 0.431 -0.932
C -2.222 1.514 -1.273
C -3.594 1.337 -1.358
C -4.157 0.069 -1.141
C -3.323 -1.004 -0.798
C -1.949 -0.825 -0.642
C 1.181 -1.550 -0.876
C 2.360 -2.258 -0.676
H 4.678 -3.432 -0.306
H 5.518 -2.299 -1.386
H 5.470 -1.980 0.350
H 4.604 0.295 -0.802
H 2.497 1.598 -0.978
H 0.276 1.787 -0.975
H -1.777 2.497 -1.454
H -4.235 2.186 -1.609
H -5.236 -0.078 -1.243
H -3.754 -1.997 -0.643
H -1.342 -1.645 -0.258
H 0.258 -2.102 -1.029
H 2.341 -3.344 -0.551
*
```

**HOMO level**: -12.06 eV
**Total energy**: -842.425845 Eh

The molecule's Mulliken atomic charges, reported in e, are given here: number 1, C, carries -0.94; number 2, C, carries 0.86; number 3, C, carries -0.52; number 4, N, carries 0.77; number 5, N, carries -0.68; number 6, O, carries -0.65; number 7, H, carries 0.29; number 8, H, carries 0.39; number 9, H, carries 0.17; number 10, H, carries 0.43; number 11, C, carries -1.39; number 12, C, carries 1.13; number 13, C, carries -0.71; number 14, C, carries -0.61; number 15, C, carries 1.05; number 16, C, carries -0.61; number 17, C, carries 1.05; number 18, C, carries -0.39; number 19, C, carries -0.77; number 20, C, carries -0.29; number 21, C, carries -1.01; number 22, C, carries -0.11; number 23, C, carries -0.45; number 24, C, carries -0.98; number 25, H, carries 0.37; number 26, H, carries 0.34; number 27, H, carries 0.35; number 28, H, carries 0.41; number 29, H, carries 0.41; number 30, H, carries 0.28; number 31, H, carries 0.37; number 32, H, carries 0.40; number 33, H, carries 0.42; number 34, H, carries 0.40; number 35, H, carries 0.35; number 36, H, carries 0.54; number 37, H, carries 0.34

The following is a quantum chemistry calculation of a single C4H7NO molecule in a non-equilibrium geometry, from the OMol25 dataset.

ORCA input file:
```
! RIJCOSX wB97M-V def2-TZVPD def2/J DEFGRID3
* xyz 0 1
C 1.531 -0.214 -0.431
C 0.321 -0.095 0.446
C -0.643 1.078 0.097
C -1.677 -0.094 -0.052
O -2.856 -0.205 -0.290
N -0.703 -1.077 0.089
H 2.016 0.766 -0.413
H 1.247 -0.408 -1.499
H 2.263 -0.979 -0.046
H 0.721 -0.141 1.514
H -0.908 1.711 0.907
H -0.495 1.660 -0.810
H -0.817 -2.002 0.488
*
```

**HOMO level**: -9.70 eV
**Energy above the lowest of the compared OMol25 structures with the same formula, charge and spin**: 1.0348 eV
**Total energy**: -286.593618 Eh
**SMILES**: C[C@H]1CC(=O)N1

The molecule's Mulliken atomic charges, reported in e, are given here: number 1, C, carries -1.32; number 2, C, carries 0.38; number 3, C, carries -0.52; number 4, C, carries 0.35; number 5, O, carries -0.59; number 6, N, carries -0.25; number 7, H, carries 0.31; number 8, H, carries 0.32; number 9, H, carries 0.32; number 10, H, carries 0.25; number 11, H, carries 0.27; number 12, H, carries 0.25; number 13, H, carries 0.25

| no. | LUMO (eV) |
| --- | --- |
| 1 | -4.68 |
| 2 | 0.14 |
| 3 | -0.61 |
| 4 | -0.16 |
| 5 | -5.85 |
| 6 | 0.93 |